[1]
ORCA calculation (ωB97M-V/def2-TZVPD) on a single C3H3ClOS molecule in a non-equilibrium geometry.

```
9
Properties=species:S:1:pos:R:3:nbo_charge:R:1
C 1.2095 0.2677 0.0378 0.149
C -0.2641 0.5805 0.2594 -0.377
C -1.1280 -0.3524 0.3062 -0.067
H 1.3321 2.1812 -0.3345 0.471
H -0.6140 1.5517 0.6110 0.242
H -0.9163 -1.4804 0.2993 0.241
O 1.8505 1.4868 -0.1047 -0.671
S 2.1989 -0.9600 -0.0588 0.044
Cl -2.8643 -0.1036 -0.1422 -0.032
```

Summary:
- ΔE to the lowest compared entry with this formula, charge and spin: 35.6 kcal per mole
- Molecular weight: 122.6 u
- HOMO: -9.24 eV
- SMILES: OC(=S)/C=C/Cl
- LUMO: -0.596 eV
- F_max: 0.125 hartree/bohr


[2]
ORCA calculation (ωB97M-V/def2-TZVPD) on a molecular structure, C5H10O2.

```
17
Properties=species:S:1:pos:R:3:nbo_charge:R:1
C 1.6519 1.2768 -0.8468 -0.620
C 0.1744 0.9332 -0.7630 0.079
O -0.1472 0.2516 -1.9565 -0.709
C -0.1284 0.1356 0.4963 0.087
C -1.4073 -0.7032 0.6235 -0.448
C -0.4565 -1.6969 1.2914 -0.055
O 0.6746 -1.0413 0.6973 -0.527
H 1.8415 1.9013 -1.7242 0.219
H 1.9856 1.8115 0.0489 0.209
H 2.2261 0.3514 -0.9436 0.228
H -0.4182 1.8637 -0.6757 0.156
H -1.0203 -0.1494 -1.8502 0.463
H -0.0153 0.8094 1.3631 0.168
H -2.2564 -0.2996 1.1781 0.213
H -1.7365 -1.0960 -0.3440 0.190
H -0.5263 -2.7541 1.0186 0.184
H -0.4418 -1.5941 2.3867 0.165
```

Summary:
- ΔE to the lowest compared entry with this formula, charge and spin: 50.0 kcal per mole
- Molecular weight: 102.1 u
- HOMO: -9.78 eV
- LUMO: 0.959 eV
- F_max: 0.008 hartree/bohr


[3]
ORCA calculation (ωB97M-V/def2-TZVPD) on a molecular structure, C27H45OPdSi4Te in a non-equilibrium geometry.

```
79
Properties=species:S:1:pos:R:3:mulliken_spin:R:1
C 0.9154 -2.3091 1.4653 0.163
C -0.4429 -2.6306 1.1683 0.203
C -0.6714 -2.3893 -0.2405 0.157
H -1.1498 -3.0906 1.8408 -0.008
C 0.5950 -1.9000 -0.8100 0.250
C 1.5645 -1.8355 0.2790 0.041
H 2.6112 -1.5596 0.1700 0.008
H 1.4181 -2.4830 2.4259 0.081
H -1.5405 -2.6706 -0.8193 0.011
H 0.8173 -1.8043 -1.8728 0.023
C -0.9691 2.0330 -0.2549 0.107
C -1.0960 2.5108 1.1217 0.329
C 0.2547 2.4720 1.7048 0.112
H -1.9140 3.0887 1.5284 0.009
C 1.1681 2.0715 0.6780 0.204
C 0.4232 1.8132 -0.5247 0.154
H 0.8537 1.6997 -1.5262 0.010
H -1.7166 2.1303 -1.0272 0.016
H 0.5488 2.9480 2.6512 0.021
H 2.2632 2.0704 0.7741 0.004
Pd -0.4877 -0.2142 0.1231 0.871
O -0.7219 -0.0351 -2.6605 0.000
C -1.6826 -0.9365 -3.1571 0.011
C -0.5446 -1.2996 -4.1007 0.002
H -1.9520 -1.7952 -2.5665 0.005
H -2.3924 -0.3177 -3.6654 0.000
H -0.2322 -2.3453 -4.1011 0.000
H 1.0509 -2.0612 -6.0919 0.000
C 0.7632 -1.0184 -6.1635 0.005
C -0.0465 -0.4529 -5.1346 -0.003
C -0.3834 0.9339 -5.1940 0.006
H -0.9565 1.3420 -4.3510 0.000
C 0.0803 1.7101 -6.2633 -0.003
H -0.1864 2.7514 -6.2561 0.000
C 0.8424 1.1312 -7.2626 0.004
H 1.1563 1.7531 -8.0922 0.000
C 1.1906 -0.2042 -7.2276 -0.002
H 1.7893 -0.6440 -7.9915 0.000
C -3.5621 -0.3068 4.7536 0.044
Si -1.9744 -1.0456 5.4772 0.030
C -2.0892 -0.9182 7.3638 0.016
C -1.8604 -2.8469 4.9944 0.014
Si -0.0692 0.0695 4.6798 0.076
Te -1.1769 0.4553 2.4337 0.997
Si -0.0246 2.2053 5.6707 0.030
C -0.0837 2.1444 7.5619 0.008
C 1.6514 3.0362 5.2293 0.003
C -1.4590 3.2133 5.0883 0.013
Si 1.8943 -1.0597 5.3639 -0.009
C 2.1286 -0.7773 7.2236 0.010
C 1.9205 -2.9190 5.1234 0.000
C 3.3185 -0.2714 4.4077 0.002
H -4.3969 -0.9444 5.0865 0.005
H -3.5663 -0.2866 3.6510 -0.009
H -3.7492 0.7149 5.1124 0.002
H -2.8996 -1.5959 7.6806 0.002
H -1.1635 -1.2364 7.8656 -0.002
H -2.3434 0.0957 7.7040 -0.001
H -1.8091 -2.9919 3.9104 -0.008
H -1.0019 -3.3571 5.4426 0.002
H -2.7686 -3.3495 5.3555 0.001
H 0.7504 1.5973 8.0191 -0.001
H -0.0382 3.1879 7.9130 0.001
H -1.0222 1.7095 7.9252 -0.001
H 1.8269 3.0836 4.1412 -0.003
H 1.6116 4.0699 5.6251 0.000
H 2.5054 2.5126 5.6990 0.000
H -1.3794 3.5409 4.0529 -0.009
H -2.4088 2.6879 5.1895 -0.004
H -1.5176 4.1118 5.7108 0.002
H 1.2577 -1.1081 7.8080 -0.002
H 2.9944 -1.3808 7.5418 0.001
H 2.3376 0.2709 7.4759 0.000
H 2.0010 -3.2189 4.0739 -0.001
H 2.8062 -3.3177 5.6425 0.000
H 1.0428 -3.4178 5.5495 0.000
H 3.1376 -0.3055 3.3238 0.000
H 3.4935 0.7751 4.6924 0.000
H 4.2355 -0.8432 4.6197 0.000
```

Summary:
- Spin multiplicity: 5
- Charge: +1
- Molecular weight: 732.0 u
- HOMO (spin up / spin down): -8.82 / -10.35 eV
- LUMO (spin up / spin down): -3.314 / -5.050 eV
- F_max: 0.066 hartree/bohr


[4]
ORCA calculation (ωB97M-V/def2-TZVPD) on 2 unconnected molecules or ions with the total composition CH4IN2 in a non-equilibrium geometry.

```
8
Properties=species:S:1:pos:R:3:nbo_charge:R:1
C 0.6987 0.3120 0.0029 0.200
N -0.9780 -1.4266 -0.1107 -0.580
N -0.0284 1.3656 -0.0414 -0.714
I 2.7181 -0.0764 0.0619 0.496
H -0.1854 -1.9613 -0.3248 0.348
H -1.4248 -1.6483 0.7323 0.352
H -1.0263 1.1785 0.0516 0.460
H 0.2260 2.2564 -0.3718 0.438
```

Summary:
- ΔE to the lowest compared entry with this formula, charge and spin: 119.5 kcal per mole
- Charge: +1
- Molecular weight: 171.0 u
- HOMO (spin up / spin down): -14.48 / -14.48 eV
- LUMO (spin up / spin down): -6.904 / -6.904 eV
- F_max: 0.095 hartree/bohr


[5]
ORCA calculation (ωB97M-V/def2-TZVPD) on a single C5H11N molecule in a non-equilibrium geometry.

```
17
Properties=species:S:1:pos:R:3:nbo_charge:R:1
C 0.1212 -1.8579 1.7672 -0.434
N -0.2413 -1.0546 0.5409 -0.623
C 0.0488 0.2562 0.0113 0.245
C -0.0509 0.2849 -1.3639 -0.369
C -0.6443 1.2603 -2.3020 -0.637
C 0.6890 1.1591 1.1099 -0.684
H 1.2933 -1.9842 1.8214 0.182
H -0.0672 -1.1867 2.6360 0.195
H -0.3791 -2.8140 2.0053 0.228
H -0.8001 -1.5243 -0.0812 0.378
H 0.3806 -0.6492 -1.7252 0.205
H -1.3404 0.8367 -2.9706 0.214
H -1.0798 2.1350 -1.8291 0.210
H 0.0971 1.8175 -2.9075 0.201
H 1.5463 1.8698 0.7296 0.225
H 1.2279 0.4722 1.8052 0.231
H -0.1719 1.7938 1.3946 0.236
```

Summary:
- ΔE to the lowest compared entry with this formula, charge and spin: 71.8 kcal per mole
- Molecular weight: 85.1 u
- HOMO: -7.03 eV
- SMILES: C/C=C(\C)NC
- LUMO: 0.977 eV
- F_max: 0.075 hartree/bohr


[6]
ORCA calculation (ωB97M-V/def2-TZVPD) on a molecular structure, C11H11BrNdO2 in a non-equilibrium geometry.

```
26
Properties=species:S:1:pos:R:3:nbo_charge:R:1
C -0.6298 0.8706 -2.1392 -0.245
C -1.8877 1.4397 -1.8098 -0.385
C -1.6445 2.6583 -1.1104 -0.483
H -2.8433 1.0011 -2.0427 0.232
C -0.2316 2.8081 -0.9568 -0.385
C 0.3819 1.6822 -1.5901 -0.270
H 1.4433 1.5336 -1.7565 0.235
H -0.4497 0.0424 -2.7808 0.238
H -2.3876 3.1957 -0.5175 0.186
H 0.3016 3.5835 -0.4146 0.227
Nd -1.6031 1.2272 1.0145 1.999
Br -3.4217 -0.7376 0.9678 -0.586
C 1.2163 -2.5835 1.0299 -0.374
C 2.1583 -1.8748 0.2216 -0.368
C 1.6356 -1.8411 -1.1102 -0.370
H 3.0373 -1.3116 0.5848 0.181
C 0.3910 -2.5301 -1.1156 -0.377
C 0.1477 -3.0304 0.1983 -0.373
H -0.7909 -3.4886 0.5464 0.183
H 1.2742 -2.6929 2.1092 0.177
H 2.0324 -1.2275 -1.9446 0.172
H -0.3020 -2.5747 -1.9465 0.177
O 0.5901 1.7234 4.6495 -0.633
C 0.5261 0.9722 3.6930 0.653
O 0.2703 1.2464 2.3987 -0.904
H 0.7857 -0.0915 3.8216 0.093
```

Summary:
- Spin multiplicity: 4
- Charge: -1
- Molecular weight: 399.4 u
- HOMO (spin up / spin down): -2.74 / -2.74 eV
- LUMO (spin up / spin down): 1.014 / 1.090 eV
- F_max: 0.064 hartree/bohr


[7]
ORCA calculation (ωB97M-V/def2-TZVPD) on 2 unconnected molecules or ions with the total composition C3H6N2 in a non-equilibrium geometry.

```
11
Properties=species:S:1:pos:R:3:nbo_charge:R:1
C -2.2768 0.2228 0.1344 -0.165
C 1.5015 -0.8581 0.0062 -0.288
C 1.0973 0.5422 -0.1097 -0.313
N -1.4730 -0.6038 -0.3447 -0.197
N 0.3755 -0.3585 0.6323 -0.227
H -3.2457 0.3165 -0.2287 0.191
H -1.9871 0.9698 0.8166 0.183
H 1.5648 -1.4948 -0.9442 0.213
H 2.2504 -1.0521 0.6058 0.194
H 1.4814 1.4058 0.5312 0.198
H 0.7116 0.9103 -1.0992 0.211
```

Summary:
- ΔE to the lowest compared entry with this formula, charge and spin: 130.7 kcal per mole
- Molecular weight: 70.1 u
- HOMO (spin up / spin down): -9.02 / -9.04 eV
- LUMO (spin up / spin down): 0.090 / 0.294 eV
- F_max: 0.103 hartree/bohr


[8]
ORCA calculation (ωB97M-V/def2-TZVPD) on a single C6H5NS molecule in a non-equilibrium geometry.

```
13
Properties=species:S:1:pos:R:3:nbo_charge:R:1
C 1.7322 1.4925 0.0471 0.254
C 0.9876 0.3508 -0.0720 -0.219
C -0.3203 0.1020 0.1314 0.177
C 1.2593 -1.0202 -0.6764 -0.259
C -0.2662 -1.3024 -0.5632 -0.371
C -1.5578 0.7484 0.6669 -0.670
N 2.3595 2.4474 0.0994 -0.289
S 0.7790 -2.3892 0.4295 0.181
H 1.7923 -1.2462 -1.4918 0.227
H -1.1475 -1.6574 -1.1606 0.258
H -2.3416 0.3030 0.1020 0.231
H -1.4704 1.7279 0.8234 0.237
H -1.8062 0.4435 1.6644 0.244
```

Summary:
- ΔE to the lowest compared entry with this formula, charge and spin: 54.0 kcal per mole
- Molecular weight: 123.2 u
- HOMO: -9.12 eV
- SMILES: CC1=C(C#N)[C@H]2S[C@@H]12
- LUMO: -0.070 eV
- F_max: 0.083 hartree/bohr


[9]
ORCA calculation (ωB97M-V/def2-TZVPD) on a gas-phase ion, C7H13NO6P (charge -1) in a non-equilibrium geometry.

```
28
Properties=species:S:1:pos:R:3:nbo_charge:R:1
C -0.7781 0.8729 0.0135 0.795
C 0.9552 -1.4895 -0.4524 0.445
C 2.2910 1.2270 1.7114 -0.637
C -3.1713 0.5900 0.1941 -0.614
C 1.4321 -0.4404 -2.4480 -0.314
C 1.2610 1.7770 0.7695 -0.054
C -1.8091 -0.0418 0.5561 -0.178
N -1.8187 -1.2987 -0.0227 -0.958
O -0.2705 -2.4141 1.8246 -1.150
O -0.7222 1.4812 -1.0359 -0.628
O 2.0427 -1.2766 0.0233 -0.626
O -0.4978 -3.7203 -0.3361 -1.141
O 0.1588 0.9742 0.9720 -0.505
O 0.6051 -1.3287 -1.6918 -0.501
P -0.3978 -2.3951 0.3489 2.202
H 2.2996 0.2059 1.5043 0.265
H 3.2319 1.4996 1.5474 0.194
H 2.1163 1.5382 2.6571 0.193
H -3.1782 0.9206 -0.9184 0.218
H -4.0230 -0.1771 0.4582 0.221
H -3.2286 1.5738 0.7713 0.197
H 1.8161 -1.0937 -3.3093 0.180
H 2.2368 -0.1559 -1.6459 0.221
H 0.9170 0.4403 -2.9499 0.203
H 1.5959 1.6646 -0.3963 0.175
H 1.0648 2.7575 1.0199 0.164
H -1.7765 -0.2516 1.7093 0.246
H -2.3527 -1.4393 -0.8742 0.386
```

Summary:
- ΔE to the lowest compared entry with this formula, charge and spin: 53.6 kcal per mole
- Charge: -1
- Molecular weight: 238.2 u
- HOMO: -5.26 eV
- SMILES: CCOC(=O)[C@@H](C)N[P@@](=O)([O-])C(=O)OC
- LUMO: 3.267 eV
- F_max: 0.089 hartree/bohr